No. 1
The following is a DFT calculation (ωB97M-V/def2-TZVPD) of 5 unconnected molecules or ions with the total composition C44H57BBr2ClF5NO18Si.

Net charge: +1
LUMO level (eV): -4.552
Gap between HOMO and LUMO (hartree): 0.233

Geometry as XYZ:
```
130
C44H57BBr2ClF5NO18Si (ωB97M-V/def2-TZVPD)
C -2.609 3.438 1.205
B -2.483 1.856 0.982
O -3.192 0.917 1.773
C -1.540 1.256 -0.206
C -0.072 1.102 -0.124
C 0.687 1.477 1.173
F 0.414 2.860 1.391
F 2.069 1.406 1.111
C 0.242 0.754 2.500
C -0.249 -0.736 2.389
Si 1.061 -2.066 2.851
C 2.551 -2.139 1.681
C 1.624 -1.651 4.635
C 0.084 -3.721 2.918
C -1.378 -3.761 2.624
C -2.104 -5.043 2.669
C -1.380 -6.282 3.037
C 0.045 -6.262 3.348
C 0.742 -4.978 3.287
C 0.573 0.561 -1.354
C 2.111 0.350 -1.478
O 2.732 -0.563 -1.039
O 2.803 1.316 -2.234
C 2.851 2.581 -1.537
C 2.951 3.793 -2.563
C 3.284 5.151 -1.856
F 4.663 5.242 -1.611
Br 2.289 5.448 -0.180
C 2.886 6.358 -2.833
F 3.527 6.257 -4.045
F 1.497 6.330 -2.991
Br 3.259 8.097 -1.956
C -0.199 0.189 -2.571
C 0.462 -0.340 -3.879
C -0.035 -1.782 -4.318
O 0.016 -2.002 -5.489
O -0.546 -2.719 -3.408
C 0.291 -3.853 -3.279
C 0.028 -4.776 -2.024
O 1.141 -4.179 -4.053
C -1.634 0.385 -2.490
Cl -2.659 -0.006 -3.896
N -2.239 0.883 -1.351
C -3.715 1.010 -1.372
C -4.329 2.211 -1.932
C -5.787 2.267 -1.969
C -6.552 1.114 -1.457
C -5.916 -0.081 -0.878
C -4.453 -0.135 -0.838
H -2.073 3.755 2.139
H -2.091 3.939 0.333
H -3.703 3.684 1.208
H -2.884 0.939 2.697
H -0.508 1.440 2.996
H 1.140 0.771 3.187
H -1.073 -0.867 3.156
H -0.696 -1.044 1.408
H 2.375 -2.795 0.781
H 3.460 -2.494 2.252
H 2.794 -1.077 1.382
H 0.770 -1.221 5.225
H 1.976 -2.576 5.164
H 2.479 -0.915 4.622
H -1.923 -2.815 2.367
H -3.193 -5.140 2.453
H -1.935 -7.254 3.076
H 0.654 -7.158 3.617
H 1.838 -4.919 3.529
H 3.825 2.600 -0.965
H 1.965 2.773 -0.883
H 3.782 3.559 -3.285
H 1.962 3.923 -3.075
H 1.581 -0.264 -3.886
H 0.106 0.340 -4.707
H 0.132 -5.829 -2.415
H -1.022 -4.630 -1.663
H 0.806 -4.630 -1.235
H -3.640 3.002 -2.317
H -6.285 3.169 -2.386
H -7.673 1.115 -1.484
H -6.570 -0.900 -0.491
H -3.979 -1.058 -0.428
C 2.641 -7.895 -4.171
O 2.594 -9.321 -4.154
C 1.498 -9.815 -3.571
O 0.602 -9.163 -3.095
O 1.568 -11.149 -3.608
C 0.452 -11.813 -3.016
H 3.564 -7.598 -4.665
H 1.800 -7.490 -4.735
H 2.650 -7.498 -3.155
H -0.470 -11.561 -3.542
H 0.372 -11.561 -1.957
H 0.621 -12.884 -3.106
C -1.560 9.465 3.796
O -1.129 8.106 3.881
C 0.060 7.871 3.319
O 0.759 8.686 2.772
O 0.342 6.569 3.468
C 1.594 6.177 2.910
H -2.531 9.534 4.282
H -0.864 10.123 4.316
H -1.672 9.770 2.754
H 2.416 6.705 3.395
H 1.607 6.353 1.832
H 1.717 5.109 3.089
C -5.441 -10.797 1.963
O -5.386 -10.470 0.575
C -4.339 -9.713 0.229
O -3.478 -9.307 0.968
O -4.404 -9.480 -1.085
C -3.333 -8.669 -1.568
H -6.327 -11.409 2.122
H -4.564 -11.374 2.258
H -5.529 -9.894 2.569
H -2.372 -9.159 -1.404
H -3.351 -7.688 -1.091
H -3.473 -8.535 -2.640
C 2.931 10.808 1.340
O 3.919 11.159 0.368
C 4.784 12.097 0.777
O 4.784 12.637 1.852
O 5.646 12.329 -0.220
C 6.634 13.316 0.077
H 2.291 10.045 0.900
H 3.399 10.394 2.233
H 2.315 11.672 1.593
H 7.250 13.002 0.920
H 6.166 14.280 0.280
H 7.271 13.417 -0.800
```


No. 2
The following is a DFT calculation (ωB97M-V/def2-TZVPD) of a molecular structure, C44H57BN11O2RbSTe.

Net charge: -2
LUMO level (eV): 3.400
Gap between HOMO and LUMO (hartree): 0.155
Energy above the lowest of the compared OMol25 structures with the same formula, charge and spin (kcal per mole): 26.5

Geometry as XYZ:
```
118
C44H57BN11O2RbSTe (ωB97M-V/def2-TZVPD)
Rb -0.023 0.556 -0.178
O 1.686 4.752 2.287
C 0.624 4.990 3.066
C 0.774 5.814 4.184
C -0.298 6.063 5.019
C -1.538 5.504 4.747
C -1.702 4.698 3.637
C -0.636 4.420 2.787
C -0.788 3.508 1.627
O 0.203 3.275 0.864
N -2.024 3.079 1.451
N -2.264 2.053 0.653
C -3.418 1.960 0.075
C -3.771 0.815 -0.695
C -5.107 0.636 -1.126
C -5.445 -0.475 -1.856
C -4.446 -1.398 -2.177
C -3.164 -1.148 -1.706
N -2.823 -0.099 -0.997
H 1.336 4.139 1.556
H 1.746 6.241 4.388
H -0.170 6.697 5.887
H -2.374 5.691 5.407
H -2.664 4.262 3.408
H -4.178 2.749 0.162
H -5.859 1.363 -0.844
H -6.471 -0.647 -2.164
H -4.666 -2.284 -2.755
H -2.363 -1.851 -1.907
C 2.519 -5.113 2.370
C 2.467 -3.636 2.167
C 3.231 -2.668 2.783
C 2.785 -1.455 2.232
N 1.829 -1.694 1.352
N 1.630 -3.010 1.312
B 0.580 -3.686 0.425
N -0.833 -3.279 0.879
N -1.071 -2.285 1.734
C -2.344 -2.354 2.092
C -2.957 -3.438 1.444
C -1.955 -4.004 0.683
C -2.012 -5.214 -0.185
C -2.973 -1.419 3.089
C -3.287 -2.183 4.386
C -4.274 -0.870 2.496
C -2.022 -0.266 3.402
N 0.886 -3.363 -1.055
N 0.952 -2.120 -1.532
C 1.471 -2.175 -2.751
C 1.742 -3.511 -3.082
C 1.359 -4.236 -1.971
C 1.438 -5.714 -1.789
C 1.735 -0.937 -3.564
C 2.365 -1.298 -4.915
C 2.700 -0.032 -2.794
C 0.417 -0.200 -3.812
C 3.288 -0.080 2.581
C 2.527 1.002 1.819
C 3.092 0.140 4.087
C 4.779 0.012 2.228
H 3.285 -5.355 3.104
H 2.757 -5.623 1.437
H 1.558 -5.486 2.723
H 3.995 -2.829 3.521
H 0.667 -4.867 0.561
H -3.977 -3.767 1.510
H -2.995 -5.677 -0.114
H -1.257 -5.935 0.131
H -1.816 -4.953 -1.224
H -3.947 -3.027 4.193
H -3.774 -1.521 5.102
H -2.369 -2.559 4.834
H -4.983 -1.673 2.292
H -4.061 -0.357 1.562
H -4.736 -0.165 3.187
H -1.079 -0.656 3.777
H -2.459 0.396 4.149
H -1.825 0.302 2.497
H 2.162 -3.908 -3.986
H 1.843 -6.165 -2.694
H 0.454 -6.138 -1.596
H 2.086 -5.968 -0.951
H 3.314 -1.812 -4.776
H 2.551 -0.387 -5.482
H 1.706 -1.940 -5.498
H 3.656 -0.536 -2.653
H 2.286 0.204 -1.816
H 2.872 0.894 -3.340
H -0.261 -0.825 -4.396
H 0.602 0.724 -4.358
H -0.062 0.045 -2.867
H 1.462 0.926 2.028
H 2.683 0.885 0.749
H 2.876 1.990 2.114
H 2.036 0.055 4.335
H 3.435 1.133 4.371
H 3.642 -0.599 4.668
H 4.916 -0.141 1.160
H 5.356 -0.744 2.760
H 5.166 0.995 2.489
N -2.756 3.056 -4.535
C -2.187 4.196 -4.022
C -1.330 3.775 -3.049
N -1.358 2.421 -2.961
C -2.213 2.014 -3.849
H -3.434 3.018 -5.278
H -2.438 5.172 -4.395
H -0.669 4.338 -2.417
H -2.463 0.991 -4.045
Te 2.086 3.901 -1.414
C 3.050 4.158 -3.236
C 2.522 4.586 -4.425
C 3.441 4.705 -5.483
C 4.709 4.366 -5.128
S 4.766 3.886 -3.461
H 1.473 4.809 -4.527
H 3.179 5.038 -6.477
H 5.609 4.368 -5.717
```


No. 3
The following is a DFT calculation (ωB97M-V/def2-TZVPD) of a molecular structure, C44H57ClF5IN3O3P.

LUMO level (eV): -0.136
Gap between HOMO and LUMO (hartree): 0.295

Geometry as XYZ:
```
115
C44H57ClF5IN3O3P (ωB97M-V/def2-TZVPD)
C -2.896 -4.949 1.891
C -1.450 -4.779 1.137
C -1.572 -4.000 -0.333
C -0.123 -4.287 -1.095
C 1.147 -3.496 -0.348
C 1.568 -2.287 -1.429
N 2.181 -1.180 -0.589
C 3.641 -1.547 -0.474
N 4.232 -1.292 0.930
C 4.009 -2.512 1.828
C 1.930 0.203 -1.130
I 2.280 0.044 -3.323
P 3.291 1.502 -0.600
N 3.140 2.911 -1.450
C 0.427 0.822 -0.739
Cl 0.570 2.275 0.473
C -0.405 1.443 -2.001
C -1.323 0.321 -2.828
C -2.878 0.817 -3.069
O -3.819 0.151 -2.149
O -0.296 -0.201 0.020
C -1.530 0.230 0.640
O -1.474 0.357 2.135
H -3.698 -4.371 1.223
H -2.793 -4.432 2.960
H -3.127 -6.095 1.968
H -0.702 -4.222 1.868
H -0.968 -5.839 0.883
H -2.454 -4.401 -0.990
H -1.641 -2.824 -0.214
H -0.212 -4.017 -2.239
H 0.034 -5.469 -1.064
H 0.840 -3.072 0.702
H 2.014 -4.299 -0.302
H 0.515 -1.988 -1.908
H 2.296 -2.797 -2.187
H 4.328 -1.079 -1.333
H 3.798 -2.724 -0.616
H 3.719 -0.523 1.414
H 4.682 -3.431 1.537
H 2.890 -2.857 1.738
H 4.171 -2.243 2.979
H 4.640 1.035 -0.950
H 3.307 1.696 0.827
H 2.306 2.850 -2.076
H -1.226 2.169 -1.521
H 0.206 2.154 -2.713
H -0.837 0.128 -3.901
H -1.359 -0.724 -2.304
H -3.187 0.494 -4.163
H -2.968 2.000 -2.963
H -3.718 0.478 -1.203
H -2.033 1.202 0.244
H -2.330 -0.640 0.461
H -2.268 -0.108 2.543
F 0.615 5.620 -5.638
C 0.790 6.189 -4.438
C 1.600 5.564 -3.496
C 1.787 6.158 -2.248
C 1.152 7.367 -1.952
C 0.337 7.984 -2.902
C 0.159 7.395 -4.154
H 2.078 4.621 -3.741
H 2.424 5.682 -1.508
H 1.294 7.828 -0.977
H -0.160 8.923 -2.668
H -0.464 7.865 -4.907
F -7.381 3.868 1.450
C -6.072 3.892 1.166
C -5.631 4.568 0.034
C -4.267 4.598 -0.260
C -3.361 3.942 0.577
C -3.815 3.262 1.708
C -5.177 3.241 2.008
H -6.350 5.065 -0.609
H -3.911 5.130 -1.138
H -2.299 3.961 0.346
H -3.109 2.748 2.356
H -5.546 2.725 2.888
F 3.400 -3.590 4.752
C 4.290 -4.037 5.649
C 3.842 -4.713 6.779
C 4.768 -5.183 7.710
C 6.133 -4.963 7.505
C 6.572 -4.279 6.370
C 5.646 -3.819 5.434
H 2.778 -4.867 6.925
H 4.429 -5.719 8.593
H 6.854 -5.326 8.234
H 7.634 -4.106 6.215
H 5.971 -3.294 4.542
F -0.176 0.761 -6.071
C -0.242 1.502 -7.185
C -0.517 0.886 -8.401
C -0.592 1.659 -9.560
C -0.380 3.038 -9.492
C -0.099 3.646 -8.267
C -0.036 2.875 -7.107
H -0.671 -0.187 -8.436
H -0.814 1.188 -10.515
H -0.433 3.639 -10.397
H 0.070 4.719 -8.217
H 0.172 3.332 -6.145
F -4.140 -1.428 4.276
C -3.251 -1.875 5.172
C -3.698 -2.551 6.302
C -2.772 -3.021 7.233
C -1.408 -2.801 7.029
C -0.969 -2.118 5.894
C -1.894 -1.657 4.958
H -4.762 -2.705 6.449
H -3.111 -3.557 8.116
H -0.686 -3.164 7.757
H 0.094 -1.944 5.739
H -1.570 -1.132 4.065
```


No. 4
The following is a DFT calculation (ωB97M-V/def2-TZVPD) of a molecular structure, C44H58CrN6P2SSi2.

Net charge: -2
2S+1: 5
LUMO level (alpha / beta) (eV): 4.048 / 4.041
Gap between HOMO and LUMO (alpha / beta) (hartree): 0.174 / 0.175
Expectation value of S²: 6.0247

Geometry as XYZ:
```
114
C44H58CrN6P2SSi2 (ωB97M-V/def2-TZVPD)
Cr -0.202 0.147 0.534
C -0.531 0.859 5.300
Si -1.879 0.516 3.973
C -3.332 -0.014 5.107
C -2.396 2.243 3.443
N -1.578 -0.379 2.594
P -1.801 1.524 -0.650
C -1.318 1.882 -2.262
P 0.345 2.046 -2.295
N 1.296 1.106 -1.383
Si 2.913 0.662 -1.494
C 3.478 -0.227 0.072
C 3.282 -0.566 -2.870
C 4.220 2.053 -1.665
C 0.802 1.959 -4.098
C 2.084 2.210 -4.581
C 2.379 2.110 -5.938
C 1.386 1.760 -6.841
C 0.099 1.518 -6.375
C -0.188 1.619 -5.017
C 0.828 3.807 -1.934
C 0.208 4.844 -2.633
C 0.407 6.170 -2.275
C 1.229 6.490 -1.196
C 1.839 5.470 -0.481
C 1.637 4.140 -0.849
C -2.625 3.085 -0.037
C -1.808 4.085 0.492
C -2.301 5.350 0.780
C -3.638 5.647 0.544
C -4.466 4.663 0.016
C -3.963 3.398 -0.274
C -3.292 0.413 -0.735
C -3.658 -0.166 -1.942
C -4.699 -1.091 -2.005
C -5.399 -1.435 -0.855
C -5.056 -0.843 0.358
C -4.008 0.067 0.416
H -1.014 1.270 6.194
H 0.187 1.606 4.936
H 0.051 -0.015 5.621
H -3.530 0.811 5.806
H -3.133 -0.914 5.704
H -4.251 -0.188 4.531
H -2.108 2.996 4.191
H -3.480 2.320 3.291
H -1.916 2.508 2.497
H 2.759 -1.006 0.368
H 3.595 0.479 0.905
H 4.449 -0.710 -0.108
H 2.650 -1.458 -2.765
H 4.336 -0.876 -2.815
H 3.097 -0.138 -3.862
H 4.754 2.182 -0.713
H 3.782 3.024 -1.913
H 4.963 1.805 -2.434
H 2.868 2.493 -3.895
H 3.388 2.302 -6.287
H 1.614 1.680 -7.897
H -0.686 1.252 -7.074
H -1.186 1.449 -4.618
H -0.463 4.592 -3.448
H -0.097 6.959 -2.821
H 1.383 7.525 -0.915
H 2.475 5.704 0.367
H 2.091 3.336 -0.279
H -0.758 3.868 0.670
H -1.638 6.108 1.186
H -4.030 6.632 0.769
H -5.511 4.881 -0.178
H -4.619 2.646 -0.697
H -3.115 0.139 -2.834
H -4.959 -1.551 -2.953
H -6.203 -2.160 -0.901
H -5.598 -1.102 1.261
H -3.714 0.499 1.367
C 2.062 -3.447 1.687
C 1.037 -2.532 1.097
N 0.410 -1.463 1.882
N 1.222 -0.983 2.935
C 1.640 0.304 2.955
N 2.584 0.474 3.931
S 1.108 1.574 2.052
C 0.664 -2.561 -0.214
C 1.055 -3.635 -1.102
C 0.706 -3.599 -2.417
C -0.036 -2.511 -2.925
C -0.404 -1.524 -2.040
N -0.123 -1.520 -0.726
H 2.142 -3.300 2.767
H 3.064 -3.269 1.265
H 1.836 -4.509 1.521
H 0.949 -1.288 3.860
H 3.318 -0.217 3.887
H 2.940 1.419 3.939
H 1.620 -4.466 -0.698
H 1.011 -4.407 -3.076
H -0.288 -2.424 -3.972
H -0.936 -0.645 -2.393
C -2.986 -2.893 3.225
C -1.454 -2.886 3.194
C -0.903 -2.824 4.619
C -1.050 -4.234 2.580
C -1.081 -1.667 2.277
H -3.341 -3.702 3.876
H -3.374 -3.065 2.216
H -3.388 -1.949 3.574
H -1.374 -3.599 5.231
H -1.104 -1.865 5.098
H 0.177 -3.020 4.639
H 0.009 -4.450 2.703
H -1.611 -5.036 3.080
H -1.280 -4.267 1.511
H -1.491 -1.999 1.314
```